(1)
{"formula": "C21H25NO2", "method": "ωB97M-V/def2-TZVPD", "relative_energy_kcal_mol": 72.1, "max_force_ev_per_a": 0.62, "elements": ["C", "C", "C", "N", "C", "C", "C", "C", "O", "C", "C", "C", "C", "C", "C", "C", "C", "C", "C", "C", "C", "C", "C", "O", "H", "H", "H", "H", "H", "H", "H", "H", "H", "H", "H", "H", "H", "H", "H", "H", "H", "H", "H", "H", "H", "H", "H", "H", "H"], "positions_angstrom": [[-2.8326, -0.4508, 1.7912], [-3.4549, -1.3579, 0.7222], [-4.9842, -1.3097, 0.8172], [-3.0353, -1.1057, -0.6444], [-1.8716, -1.8165, -1.1153], [-0.6133, -1.3575, -0.5365], [0.3807, -0.9065, -0.0359], [1.5096, -0.2929, 0.6660], [1.3285, -0.4349, 2.0713], [2.8483, -0.8747, 0.2337], [2.9741, -1.7046, -0.8704], [4.2187, -2.1908, -1.2331], [5.3405, -1.8537, -0.4963], [5.2169, -1.0265, 0.6079], [3.9765, -0.5368, 0.9705], [1.4944, 1.1890, 0.3081], [1.6545, 1.5611, -1.0208], [1.6207, 2.8963, -1.3736], [1.4289, 3.8669, -0.4043], [1.2719, 3.4965, 0.9186], [1.3026, 2.1601, 1.2770], [-3.2996, 0.1724, -1.2630], [-2.1482, 1.1996, -1.3691], [-1.7613, 1.7754, -0.1488], [-1.7503, -0.5596, 1.8090], [-3.2183, -0.7267, 2.7700], [-3.0814, 0.5907, 1.6048], [-3.1459, -2.3897, 0.9339], [-5.4267, -1.8541, -0.0130], [-5.3494, -0.2863, 0.7979], [-5.3094, -1.7657, 1.7488], [-1.9971, -2.8826, -0.8870], [-1.8231, -1.7063, -2.2054], [1.4098, -1.3688, 2.2919], [2.0973, -1.9730, -1.4426], [4.3100, -2.8367, -2.0941], [6.3100, -2.2347, -0.7818], [6.0897, -0.7596, 1.1854], [3.8690, 0.1110, 1.8284], [1.8026, 0.8016, -1.7757], [1.7414, 3.1803, -2.4089], [1.3987, 4.9099, -0.6830], [1.1187, 4.2491, 1.6778], [1.1720, 1.8623, 2.3053], [-3.6346, -0.0185, -2.2936], [-4.1214, 0.6446, -0.7265], [-1.2829, 0.7521, -1.8741], [-2.5087, 2.0302, -1.9832], [-1.2360, 1.1329, 0.3431]]}



(2)
{"formula": "C21H25NO5", "method": "ωB97M-V/def2-TZVPD", "relative_energy_kcal_mol": 0.0, "max_force_ev_per_a": 0.57, "elements": ["C", "C", "C", "C", "C", "O", "C", "C", "C", "C", "O", "C", "C", "O", "N", "C", "C", "C", "C", "C", "C", "O", "O", "C", "C", "C", "C", "H", "H", "H", "H", "H", "H", "H", "H", "H", "H", "H", "H", "H", "H", "H", "H", "H", "H", "H", "H", "H", "H", "H", "H", "H"], "positions_angstrom": [[6.3349, 2.5638, -0.9690], [5.5130, 1.4052, -0.4913], [6.0852, 0.1490, -0.3280], [5.3281, -0.9287, 0.0868], [3.9725, -0.7667, 0.3504], [3.2979, -1.8657, 0.8366], [2.0077, -2.1181, 0.4661], [1.2593, -2.9260, 1.3222], [-0.0398, -3.2589, 1.0074], [-0.6248, -2.7891, -0.1673], [-1.9452, -3.1259, -0.3554], [-2.6453, -2.4858, -1.3974], [-2.6002, -0.9572, -1.2844], [-2.6284, -0.2271, -2.2514], [-2.5412, -0.5243, -0.0090], [-2.1155, 0.8094, 0.3373], [-3.0959, 1.5428, 1.2663], [-4.4511, 1.9109, 0.6406], [-5.3486, 0.6935, 0.4291], [-4.2891, 2.6814, -0.6672], [-0.7710, 0.7323, 1.0523], [0.1499, 1.4821, 0.8840], [-0.7365, -0.2739, 1.9334], [0.1297, -2.0115, -1.0361], [1.4378, -1.6835, -0.7233], [3.3893, 0.4862, 0.2064], [4.1604, 1.5537, -0.2155], [5.8860, 3.5073, -0.6688], [7.3463, 2.5106, -0.5720], [6.4010, 2.5513, -2.0575], [7.1376, 0.0114, -0.5305], [5.7715, -1.9036, 0.2179], [1.7167, -3.2847, 2.2309], [-0.6274, -3.8778, 1.6664], [-3.6802, -2.8293, -1.3065], [-2.2698, -2.7757, -2.3862], [-2.5127, -1.2086, 0.7339], [-1.9826, 1.3675, -0.5936], [-2.6025, 2.4628, 1.5889], [-3.2633, 0.9226, 2.1503], [-4.9446, 2.5677, 1.3677], [-4.9741, 0.0740, -0.3799], [-5.4103, 0.0926, 1.3338], [-6.3531, 1.0178, 0.1668], [-5.2496, 3.0822, -0.9822], [-3.9236, 2.0300, -1.4570], [-3.5963, 3.5109, -0.5443], [0.1273, -0.3242, 2.3730], [-0.2807, -1.6473, -1.9642], [2.0142, -1.0871, -1.4139], [2.3437, 0.6401, 0.4267], [3.6932, 2.5214, -0.3233]]}



(3)
{"formula": "C21H25NO5RhS", "method": "ωB97M-V/def2-TZVPD", "s_squared": 6.039, "max_force_ev_per_a": 1.24, "total_charge": -1, "spin_multiplicity": 5, "total_energy_ev": -47751.980, "elements": ["Rh", "O", "C", "O", "C", "O", "O", "C", "C", "C", "C", "C", "C", "C", "C", "C", "C", "C", "C", "N", "H", "H", "H", "H", "H", "H", "H", "H", "H", "H", "H", "H", "H", "H", "H", "H", "H", "C", "S", "O", "C", "C", "C", "C", "C", "C", "H", "H", "H", "H", "H", "H", "H", "H"], "positions_angstrom": [[0.4640, 1.4813, -1.6047], [0.2675, 3.1071, -5.7161], [0.3966, 2.5488, -4.6634], [-0.2512, 1.9312, -3.8321], [2.2190, 2.6839, -4.0610], [2.9573, 2.8190, -4.9958], [2.2266, 2.6172, -2.8423], [-3.0004, 1.2893, -0.6491], [-2.8228, 1.7810, 0.7921], [-2.5563, 3.2920, 0.8235], [-1.7593, 1.0168, 1.5680], [-2.1734, 0.2200, 2.6187], [-1.2759, -0.4528, 3.4340], [0.0824, -0.2502, 3.2348], [0.5753, 0.5412, 2.2114], [2.0724, 0.8441, 2.2378], [2.9057, 0.3037, 1.0722], [2.2959, 2.3543, 2.3943], [-0.3504, 1.1316, 1.2640], [0.0664, 1.7839, 0.1732], [-3.8116, 1.8331, -1.1397], [-3.2406, 0.2243, -0.6593], [-2.0875, 1.4519, -1.2206], [-3.7727, 1.6007, 1.3083], [-1.6242, 3.5091, 0.3054], [-2.4701, 3.6414, 1.8545], [-3.3661, 3.8371, 0.3323], [-3.2376, 0.1317, 2.8185], [-1.6247, -1.0813, 4.2442], [0.7871, -0.7105, 3.9217], [2.4562, 0.3541, 3.1397], [2.6669, 0.8233, 0.1488], [2.7334, -0.7648, 0.9297], [3.9690, 0.4538, 1.2790], [1.9591, 2.8692, 1.4953], [3.3546, 2.5787, 2.5459], [1.7286, 2.7374, 3.2451], [-1.5663, -1.3412, -1.8654], [0.1828, -1.0408, -1.4369], [0.8995, -0.8764, -2.7302], [0.4789, -2.7894, -0.9916], [1.1381, -3.6138, -1.8867], [1.4426, -4.9165, -1.5195], [1.1013, -5.3810, -0.2560], [0.4667, -4.5371, 0.6466], [0.1608, -3.2342, 0.2842], [-1.6277, -2.2097, -2.5184], [-1.9152, -0.4458, -2.3762], [-2.1186, -1.5053, -0.9398], [1.4095, -3.2164, -2.8577], [1.9502, -5.5708, -2.2174], [1.3357, -6.3992, 0.0289], [0.2177, -4.8960, 1.6376], [-0.3153, -2.5591, 0.9900]]}



(4)
{"formula": "C21H25O2Ti", "method": "ωB97M-V/def2-TZVPD", "s_squared": 0.754, "relative_energy_kcal_mol": 0.0, "max_force_ev_per_a": 2.81, "spin_multiplicity": 2, "elements": ["C", "C", "C", "H", "C", "C", "H", "H", "H", "H", "C", "C", "C", "H", "C", "C", "H", "H", "H", "H", "Ti", "O", "C", "C", "H", "H", "H", "H", "C", "C", "C", "H", "C", "H", "C", "H", "C", "H", "C", "C", "C", "O", "H", "H", "H", "H", "H", "H", "H"], "positions_angstrom": [[-2.4083, 1.7974, 1.3382], [-1.5781, 2.5791, 0.4227], [-1.1837, 1.7000, -0.6416], [-1.4177, 3.6643, 0.4424], [-1.8200, 0.4343, -0.4503], [-2.5409, 0.4862, 0.7727], [-3.1835, -0.2922, 1.1761], [-2.9972, 2.2195, 2.1484], [-0.5950, 1.9794, -1.5132], [-1.8438, -0.3821, -1.1635], [1.6763, -0.0082, 2.2089], [1.0495, 0.4622, 3.4205], [-0.2710, -0.1661, 3.4644], [1.4888, 1.0994, 4.1846], [-0.3190, -1.1603, 2.4330], [0.8544, -1.0587, 1.6493], [1.1432, -1.7178, 0.8281], [2.5971, 0.3804, 1.7869], [-1.0084, -0.0378, 4.2545], [-1.0907, -1.9123, 2.3080], [-0.2402, 1.2742, 1.7188], [0.5143, -1.5948, -2.2031], [1.0720, -0.7636, -3.2357], [0.2243, -1.9732, -3.6054], [0.6123, 0.2228, -3.3173], [2.1532, -0.8392, -3.3954], [-0.8024, -1.7453, -3.9367], [-0.5883, -3.4358, -5.7142], [0.3362, -3.8265, -5.2959], [0.8746, -3.1723, -4.1656], [2.0731, -3.6608, -3.6051], [2.5127, -3.1681, -2.7337], [2.7015, -4.7731, -4.1554], [3.6203, -5.1607, -3.7022], [2.1680, -5.4000, -5.2905], [2.6665, -6.2646, -5.7292], [0.9847, -4.9090, -5.8673], [0.5750, -5.3737, -6.7596], [-0.2918, 5.0268, 3.1221], [-0.2681, 3.6683, 3.7761], [-1.5039, 3.4054, 4.6040], [-0.1263, 2.6845, 2.7333], [-1.1946, 5.1032, 2.5141], [0.5694, 5.1531, 2.4648], [-0.3141, 5.8269, 3.8643], [0.6195, 3.5686, 4.4067], [-2.3892, 3.5517, 3.9897], [-1.5299, 2.3979, 5.0152], [-1.5810, 4.1108, 5.4328]]}



(5)
{"formula": "C21H26AsF6N4O4PtSeSi2", "method": "ωB97M-V/def2-TZVPD", "relative_energy_kcal_mol": 0.0, "max_force_ev_per_a": 0.55, "total_charge": 1, "elements": ["Pt", "N", "C", "C", "C", "N", "H", "H", "H", "H", "C", "Si", "C", "C", "As", "Si", "C", "C", "C", "H", "H", "H", "H", "H", "H", "H", "H", "H", "H", "H", "H", "H", "H", "H", "H", "H", "H", "F", "C", "C", "N", "C", "C", "O", "O", "C", "O", "N", "C", "O", "H", "H", "H", "H", "F", "C", "C", "F", "C", "F", "C", "Se", "C", "F", "C", "F"], "positions_angstrom": [[0.2601, -1.5078, -0.5554], [-0.5342, 0.1119, -3.1157], [-1.1649, -0.0643, -4.2827], [-1.7300, -1.3216, -4.2617], [-1.3686, -1.8544, -3.0258], [-0.6492, -0.9685, -2.3326], [0.0366, 0.9102, -2.8671], [-1.1360, 0.6993, -5.0407], [-2.3028, -1.7955, -5.0379], [-1.5871, -2.8195, -2.5985], [-3.4599, 0.4920, -1.0739], [-2.8844, 0.6752, 0.6817], [-3.4518, -0.7209, 1.7749], [-3.1469, 2.3793, 1.3779], [-0.5092, 0.3507, 0.6618], [0.6234, 0.7591, 2.7733], [1.0448, 2.5721, 2.6920], [2.1193, -0.3235, 2.9026], [-0.6552, 0.3738, 4.0702], [-4.5474, 0.5975, -1.1054], [-3.2053, -0.4875, -1.4781], [-3.0334, 1.2588, -1.7233], [-4.5384, -0.8202, 1.7125], [-3.2010, -0.5539, 2.8227], [-3.0231, -1.6728, 1.4531], [-4.1989, 2.6578, 1.2803], [-2.5546, 3.1188, 0.8366], [-2.8849, 2.4339, 2.4355], [1.6102, 2.8235, 1.7949], [1.6663, 2.8257, 3.5543], [0.1525, 3.1993, 2.7224], [2.7695, -0.2237, 2.0322], [1.8487, -1.3737, 3.0075], [2.6858, -0.0311, 3.7910], [-1.5507, 0.9874, 3.9627], [-0.2368, 0.5781, 5.0591], [-0.9420, -0.6792, 4.0518], [5.9548, 4.2137, -2.1165], [4.7734, 3.7867, -2.5450], [3.6804, 3.9001, -1.7920], [2.4433, 3.4747, -2.2510], [1.2814, 3.4286, -1.3973], [1.0954, 2.0408, -0.8024], [-0.1134, 1.9390, -0.2311], [1.8744, 1.1311, -0.8816], [2.3040, 2.8295, -3.4578], [1.2326, 2.3484, -3.8074], [3.4309, 2.7692, -4.2224], [4.7278, 3.1923, -3.8825], [5.6526, 3.0544, -4.6333], [3.7093, 4.3440, -0.8074], [0.4018, 3.6407, -2.0029], [1.3291, 4.1823, -0.6132], [3.3351, 2.3222, -5.1245], [-1.7616, -7.5114, 2.8553], [-1.0567, -6.5128, 2.3494], [0.2998, -6.4161, 2.6063], [0.8974, -7.3267, 3.3629], [1.0209, -5.3626, 2.0738], [2.3233, -5.2955, 2.3465], [0.4329, -4.3885, 1.2732], [1.5834, -3.0203, 0.5779], [-0.9303, -4.5170, 1.0331], [-1.5928, -3.6338, 0.2704], [-1.6728, -5.5572, 1.5595], [-2.9764, -5.6421, 1.3077]]}



(6)
{"formula": "C21H26B3BrN2O8", "method": "ωB97M-V/def2-TZVPD", "max_force_ev_per_a": 6.35, "total_energy_ev": -113626.719, "elements": ["C", "C", "B", "O", "B", "C", "O", "C", "C", "C", "O", "B", "C", "Br", "C", "C", "O", "H", "H", "H", "H", "H", "H", "H", "H", "H", "H", "H", "H", "H", "H", "H", "H", "O", "N", "O", "C", "C", "C", "C", "C", "C", "H", "H", "H", "H", "H", "O", "N", "O", "C", "C", "C", "C", "C", "C", "H", "H", "H", "H", "H"], "positions_angstrom": [[-5.5771, 1.0359, -1.3126], [-4.3953, 1.3203, -1.8139], [-2.9367, 1.6061, -2.4502], [-2.0316, 0.5260, -2.8763], [-1.0044, 0.5448, -1.8178], [-0.3839, -0.9452, -1.4438], [-1.4401, -1.9066, -1.7608], [-1.4379, -3.0271, -0.8356], [-2.0394, -2.7015, 0.6286], [-2.9378, -1.3552, 0.7013], [-0.6176, 1.7688, -1.1437], [-1.2157, 2.9482, -1.7373], [-0.5829, 4.4378, -1.3885], [-1.7666, 5.4330, -0.1242], [0.9748, 4.3895, -0.9602], [1.2535, 4.6897, 0.6033], [-2.3851, 2.9589, -2.6069], [-6.7264, 0.9544, -1.1952], [0.5771, -1.0974, -2.0670], [-0.1283, -0.9368, -0.3227], [-0.3899, -3.5287, -0.8144], [-2.1420, -3.8279, -1.3029], [-2.7277, -3.5683, 0.9920], [-1.1262, -2.6011, 1.3434], [-2.2163, -0.4673, 0.9352], [-3.4798, -1.1082, -0.2798], [-3.6385, -1.4195, 1.6204], [-0.6340, 5.0210, -2.3967], [1.4387, 3.3689, -1.2114], [1.5618, 5.2026, -1.5552], [1.4165, 5.8197, 0.7347], [2.2636, 4.1839, 0.8706], [0.4652, 4.2366, 1.3045], [2.6402, 2.5876, 2.9638], [1.7082, 2.8767, 3.7108], [0.5404, 2.5588, 3.5183], [2.0142, 3.6592, 4.9114], [3.3252, 4.0735, 5.1484], [3.6066, 4.8369, 6.2776], [2.5859, 5.1773, 7.1615], [1.2810, 4.7524, 6.9255], [0.9892, 3.9909, 5.7975], [4.1301, 3.8154, 4.4678], [4.6223, 5.1699, 6.4678], [2.8086, 5.7781, 8.0390], [0.4901, 5.0185, 7.6198], [-0.0326, 3.6691, 5.6240], [-1.1600, -5.6875, -1.7715], [-0.5709, -6.6870, -2.1699], [-0.7157, -7.8105, -1.7025], [0.3741, -6.5238, -3.2774], [0.5949, -5.2542, -3.8126], [1.5114, -5.0999, -4.8486], [2.1953, -6.2064, -5.3455], [1.9633, -7.4729, -4.8146], [1.0508, -7.6369, -3.7764], [0.0686, -4.3829, -3.4347], [1.6954, -4.1154, -5.2677], [2.9140, -6.0811, -6.1506], [2.4974, -8.3320, -5.2082], [0.8820, -8.6289, -3.3698]]}